CH2N2O3S2 | wB97M-V/def2-TZVPD

Output
E_HOMO (eV): -9.6505
Relative energy (zero: lowest compared OMol25 entry of this formula, charge and spin) (eV): 1.6433
LUMO level (eV): -0.2
E_tot (Ha): -1170.801706

Last column: natural (NBO) charge in e.
Positions of all 10 atoms, in Å:
C (1.919740, 0.227605, 1.524431)  0.918
N (1.633299, -0.180723, -1.193994)  -1.107
N (0.744242, -0.122466, 1.409914)  -0.824
O (2.934344, 0.765689, 1.493800)  -0.426
O (0.439655, -2.176615, -0.346306)  -0.868
O (-0.801516, -0.089304, -0.719889)  -0.873
S (-0.386199, -1.184090, 2.137681)  0.185
S (0.415352, -0.796067, -0.669824)  2.395
H (1.443604, 0.808738, -1.519961)  0.414
H (-0.229636, -1.954560, 0.992673)  0.186

Force components x, y, z for each atom (eV/Å):
-1.52 0.19 0.27
1.65 1.56 -1.73
0.81 -0.16 0.29
0.61 -0.11 0.10
0.55 -1.21 -0.76
-1.46 -0.03 -0.22
0.08 -0.08 0.86
-0.17 1.86 -0.99
0.27 -1.59 0.54
-0.84 -0.41 1.65